Record 1
Formula: C14H15AsF11NO5PdS2
Source: OMol25
Level of theory: ωB97M-V with the def2-TZVPD basis set

Values from the calculation:
E_HOMO (alpha / beta)	-7.3 / -8.6	eV
max |F|	0.04880	Eh/bohr
E	-142363.601	eV
⟨S²⟩	2.016
total charge	0
gap between HOMO and LUMO (alpha / beta)	7.5385 / 7.0936	eV
2S+1	3

Atoms and positions in Å:
Pd (-0.3720, 0.1815, 0.9654)
F (0.4227, 2.1899, 3.1968)
C (1.4260, 2.2658, 2.3298)
F (2.0732, 1.1095, 2.3096)
F (2.2482, 3.2316, 2.6765)
S (0.7499, 2.6999, 0.6200)
O (1.6063, 1.7526, -0.1927)
O (1.1358, 4.0558, 0.4026)
N (-0.7797, 2.4932, 0.7316)
S (-2.2829, 1.9989, 0.1578)
O (-2.8298, 2.9698, -0.7155)
O (-2.4862, 0.5735, -0.0291)
C (-3.1016, 2.2974, 1.7773)
F (-2.6276, 1.4945, 2.7285)
F (-4.3923, 2.0414, 1.5902)
F (-2.9482, 3.5568, 2.1510)
F (3.8710, 3.6058, -3.6477)
C (2.7375, 3.0752, -3.1910)
C (2.7522, 1.9923, -2.3875)
F (3.9018, 1.4159, -1.9923)
C (1.5283, 1.4740, -1.8169)
F (1.5338, 0.1230, -1.7073)
C (0.2532, 2.0019, -2.3466)
O (-0.7935, 1.4269, -1.9750)
C (0.3245, 3.1546, -3.1742)
F (-0.8171, 3.7071, -3.5920)
C (1.5115, 3.6780, -3.5865)
F (1.5654, 4.7557, -4.3734)
C (-1.3557, -4.1157, -1.2658)
C (-0.9967, -2.6462, -1.0937)
As (-0.3130, -2.1747, 0.6535)
C (1.3698, -3.1131, 0.8049)
C (2.5131, -2.4600, 0.0414)
C (-1.4181, -3.1144, 1.9536)
C (-1.8350, -2.2323, 3.1262)
H (-1.6385, -4.3104, -2.3009)
H (-2.1974, -4.4085, -0.6389)
H (-0.5212, -4.7785, -1.0307)
H (-1.8481, -1.9867, -1.2662)
H (-0.2224, -2.3347, -1.7974)
H (1.1959, -4.1394, 0.4752)
H (1.5783, -3.1468, 1.8766)
H (2.3270, -2.4376, -1.0329)
H (3.4417, -3.0078, 0.2033)
H (2.6724, -1.4286, 0.3603)
H (-0.8367, -3.9733, 2.2926)
H (-2.2932, -3.4997, 1.4310)
H (-0.9829, -1.7028, 3.5581)
H (-2.2849, -2.8319, 3.9183)
H (-2.5646, -1.4793, 2.8222)

Löwdin population analysis, charges in e, atoms 1 to 6: number 1, Pd, carries 0.532; number 2, F, carries 0.137; number 3, C, carries -0.682; number 4, F, carries 0.133; number 5, F, carries 0.177; number 6, S, carries 0.706

***

Record 2
Formula: C41H48IN7O6PbSSi
Source: OMol25
Level of theory: ωB97M-V with the def2-TZVPD basis set

Values from the calculation:
E_HOMO	-7.3	eV
max |F|	0.02008	Eh/bohr
E	-98074.941	eV
total charge	0
gap between HOMO and LUMO	5.3360	eV
ΔE to the lowest compared entry with this formula, charge and spin	69.00	kJ/mol

Atoms and positions in Å:
Pb (0.4531, 1.2340, 0.6812)
N (-2.1903, 3.1748, -0.5297)
N (-1.6898, 3.3069, -1.8229)
C (-0.4136, 3.4739, -2.1446)
N (-0.1504, 3.8279, -3.4074)
S (0.8937, 3.3313, -1.0573)
H (-2.2451, 2.1882, -0.2889)
H (-1.5552, 3.6297, 0.1189)
H (-2.4002, 3.3702, -2.5361)
H (-0.8742, 3.9406, -4.0974)
H (0.8093, 3.8770, -3.7021)
C (-4.1577, 1.1366, -1.2141)
C (-4.4153, 0.7689, 0.2497)
C (-3.8215, -0.5774, 0.6116)
C (-4.5908, -1.7079, 0.3610)
C (-4.0714, -2.9834, 0.5107)
C (-2.7592, -3.1430, 0.9172)
C (-1.9603, -2.0456, 1.2183)
C (-0.5851, -2.2873, 1.7738)
C (-0.6174, -2.5462, 3.2811)
C (-2.5056, -0.7648, 1.0761)
N (-1.7271, 0.3753, 1.4421)
C (-2.2344, 1.1699, 2.3176)
C (-1.6103, 2.3925, 2.6077)
C (-1.9264, 3.4009, 3.5096)
C (-0.9251, 4.3676, 3.3895)
C (-0.0340, 3.9182, 2.4248)
N (-0.4606, 2.7274, 1.9433)
H (-4.5724, 2.1224, -1.4356)
H (-4.6189, 0.4118, -1.8835)
H (-3.0900, 1.1343, -1.4515)
H (-5.4931, 0.7246, 0.4137)
H (-4.0490, 1.5717, 0.8892)
H (-5.6133, -1.5767, 0.0247)
H (-4.6880, -3.8489, 0.3053)
H (-2.3356, -4.1355, 1.0187)
H (0.0722, -1.4415, 1.5726)
H (-0.1476, -3.1418, 1.2578)
H (-1.0940, -1.7212, 3.8130)
H (0.3906, -2.6673, 3.6792)
H (-1.1831, -3.4530, 3.5011)
H (-3.1531, 0.9088, 2.8390)
H (-2.7851, 3.4153, 4.1622)
H (-0.8427, 5.2917, 3.9371)
H (0.8685, 4.3680, 2.0577)
O (4.0555, -1.3511, 6.5211)
C (3.1304, -0.5201, 6.6454)
O (2.6633, 0.0485, 7.6559)
C (2.4452, -0.1426, 5.3334)
C (1.1368, 0.3181, 5.3138)
C (0.5256, 0.6368, 4.1131)
N (1.1549, 0.5314, 2.9434)
C (2.4272, 0.1002, 2.9512)
C (3.0985, -0.2520, 4.1003)
C (3.0790, 0.0163, 1.6206)
O (4.2146, -0.3365, 1.4399)
O (2.3133, 0.3407, 0.5795)
H (0.6142, 0.4370, 6.2539)
H (-0.4871, 1.0056, 4.0914)
H (4.1145, -0.6156, 4.0500)
N (4.1544, 4.5469, 1.4389)
C (3.5898, 3.4226, 0.9820)
O (2.5050, 3.0286, 1.4204)
C (4.3033, 2.6907, -0.1322)
I (6.4092, 2.4966, 0.1402)
H (3.7057, 5.0418, 2.1914)
H (5.0831, 4.8118, 1.1573)
H (4.1632, 3.2342, -1.0645)
H (3.9026, 1.6887, -0.2190)
C (0.9022, 0.7163, -4.3689)
C (1.6047, -0.2953, -3.4579)
C (2.7350, 0.4358, -2.7251)
C (2.2442, -1.4141, -4.2846)
Si (0.3581, -0.9544, -2.1518)
O (-0.0488, 0.2847, -1.1219)
C (-1.2231, -1.5670, -2.9752)
C (-2.3763, -1.7579, -2.2148)
C (-3.5286, -2.3065, -2.7623)
C (-3.5568, -2.6792, -4.0975)
C (-2.4222, -2.5025, -4.8758)
C (-1.2750, -1.9557, -4.3180)
C (1.1450, -2.4990, -1.3986)
C (0.6167, -3.7541, -1.7214)
C (1.1665, -4.9242, -1.2114)
C (2.2696, -4.8693, -0.3709)
C (2.8236, -3.6372, -0.0514)
C (2.2631, -2.4739, -0.5576)
H (1.6155, 1.1438, -5.0853)
H (0.4873, 1.5349, -3.7763)
H (0.0840, 0.2724, -4.9389)
H (3.3704, 0.9541, -3.4551)
H (3.3708, -0.2524, -2.1639)
H (2.3520, 1.1828, -2.0315)
H (3.0175, -0.9873, -4.9342)
H (1.5387, -1.9392, -4.9285)
H (2.7229, -2.1576, -3.6453)
H (-2.3684, -1.4975, -1.1669)
H (-4.4027, -2.4516, -2.1393)
H (-4.4511, -3.1136, -4.5261)
H (-2.4257, -2.7975, -5.9176)
H (-0.4097, -1.8362, -4.9543)
H (-0.2464, -3.8286, -2.3723)
H (0.7295, -5.8804, -1.4720)
H (2.7016, -5.7806, 0.0225)
H (3.6929, -3.5761, 0.5918)
H (2.7198, -1.5332, -0.3037)

Löwdin population analysis, charges in e, atoms 1 to 6: number 1, Pb, carries 1.343; number 2, N, carries 0.071; number 3, N, carries -0.039; number 4, C, carries -0.775; number 5, N, carries 0.109; number 6, S, carries 0.782

***

Record 3
Formula: CH8NO3
Source: OMol25
Level of theory: ωB97M-V with the def2-TZVPD basis set

Values from the calculation:
E_HOMO	-4.0	eV
max |F|	0.01315	Eh/bohr
E	-8800.472	eV
total charge	-1
gap between HOMO and LUMO	8.5001	eV
ΔE to the lowest compared entry with this formula, charge and spin	0.00	kJ/mol

Atoms and positions in Å:
N (-0.9248, 1.6261, 0.8233)
C (-0.5211, 0.2187, 0.7868)
O (0.5518, -0.0725, -0.0146)
H (-0.1203, 2.2140, 1.0011)
H (-1.3000, 1.9073, -0.0769)
H (-0.3379, -0.0887, 1.8377)
H (-1.4389, -0.3055, 0.4767)
H (1.1565, -1.3546, 0.5591)
H (0.8102, -2.8837, 0.7017)
O (1.4738, -2.2460, 0.9811)
H (0.1292, 0.1848, -1.5450)
H (0.6564, 0.5479, -3.0051)
O (-0.1351, 0.2520, -2.5259)

Löwdin population analysis, charges in e, atoms 1 to 6: number 1, N, carries -0.025; number 2, C, carries -0.515; number 3, O, carries -0.319; number 4, H, carries 0.040; number 5, H, carries 0.038; number 6, H, carries 0.092

***

Record 4
Formula: C24H46BrClN7O3SSiV
Source: OMol25
Level of theory: ωB97M-V with the def2-TZVPD basis set

Values from the calculation:
E_HOMO (alpha / beta)	-3.8 / -3.9	eV
max |F|	0.16441	Eh/bohr
E	-169172.301	eV
⟨S²⟩	0.876
total charge	-1
gap between HOMO and LUMO (alpha / beta)	6.0182 / 6.1826	eV
ΔE to the lowest compared entry with this formula, charge and spin	672.34	kJ/mol
2S+1	2

Atoms and positions in Å:
V (-0.7971, 0.1891, 0.6457)
C (0.7885, 2.8435, 7.6245)
C (1.7586, 3.2545, 6.5064)
C (3.1109, 2.5934, 6.7852)
C (1.9643, 4.7771, 6.5246)
C (1.1916, 2.8536, 5.1534)
C (1.8883, 2.0679, 4.2445)
C (1.3091, 1.7848, 3.0316)
Br (2.2851, 0.7683, 1.7371)
C (0.0304, 2.2197, 2.6047)
O (-0.3787, 1.9035, 1.4270)
C (-0.6703, 3.0270, 3.5489)
C (-0.0628, 3.3146, 4.7606)
C (-2.0637, 3.6107, 3.3144)
C (-3.0083, 3.0967, 4.4120)
C (-2.6863, 3.2451, 1.9677)
C (-1.9764, 5.1443, 3.3846)
H (1.1960, 3.1282, 8.5943)
H (0.6403, 1.7656, 7.6112)
H (-0.1810, 3.3208, 7.5057)
H (3.4593, 2.8867, 7.7745)
H (3.8525, 2.9116, 6.0558)
H (3.0226, 1.5100, 6.7601)
H (2.4326, 5.0850, 7.4587)
H (1.0190, 5.3030, 6.4213)
H (2.6108, 5.0716, 5.6998)
H (2.8702, 1.6728, 4.4566)
H (-0.6046, 3.9511, 5.4473)
H (-3.0169, 2.0088, 4.4109)
H (-4.0197, 3.4535, 4.2233)
H (-2.7015, 3.4405, 5.3971)
H (-2.7900, 2.1661, 1.8601)
H (-2.0894, 3.6288, 1.1445)
H (-3.6803, 3.6889, 1.8965)
H (-1.5789, 5.4773, 4.3398)
H (-2.9629, 5.5868, 3.2549)
H (-1.3241, 5.5149, 2.5957)
N (1.9040, -0.1712, -1.6400)
N (2.9790, -1.0163, -1.8728)
C (3.1258, -2.1877, -1.2055)
N (4.2567, -2.8994, -1.5255)
S (2.0176, -2.8100, -0.1748)
H (1.4050, 0.0597, -2.4926)
H (2.1616, 0.6610, -1.1181)
H (3.7570, -0.7048, -2.4547)
H (5.0826, -2.4016, -1.8173)
H (4.4097, -3.6881, -0.9169)
O (-0.5475, -1.2300, 1.1878)
O (-0.3968, -2.3574, 1.7480)
C (-0.5324, 1.8649, -3.5478)
Si (-1.0471, 2.0170, -1.6574)
C (-0.0967, 3.6500, -1.1867)
C (-2.9062, 2.5189, -1.8569)
H (-0.9815, 2.7005, -4.0796)
H (-0.8939, 0.9532, -4.0125)
H (0.5415, 1.9209, -3.7050)
H (-0.4999, 4.4981, -1.7375)
H (0.9633, 3.5814, -1.4179)
H (-0.1831, 3.8707, -0.1282)
H (-2.9976, 3.4229, -2.4600)
H (-3.3929, 2.6895, -0.9033)
H (-3.4547, 1.7220, -2.3519)
Cl (-3.0512, 0.0410, 0.3331)
C (-1.6894, -2.9931, -0.9977)
N (-2.0539, -4.1694, -1.7967)
C (-0.9813, -4.4257, -2.7453)
N (-0.7466, -3.2864, -3.6307)
C (-0.4147, -2.1303, -2.7887)
N (-1.4729, -1.8183, -1.8423)
C (-2.6994, -1.5586, -2.5826)
N (-3.0923, -2.7006, -3.4170)
C (-3.2639, -3.8582, -2.5418)
C (-1.9921, -2.9898, -4.3285)
H (-0.7791, -3.2207, -0.4402)
H (-2.4922, -2.7776, -0.2863)
H (-1.2434, -5.2968, -3.3614)
H (-0.0599, -4.6350, -2.1968)
H (-0.2537, -1.2712, -3.4510)
H (0.5011, -2.3431, -2.2343)
H (-2.5515, -0.6929, -3.2389)
H (-3.4984, -1.3321, -1.8728)
H (-3.5473, -4.7189, -3.1599)
H (-4.0676, -3.6464, -1.8305)
H (-1.8311, -2.1175, -4.9726)
H (-2.2625, -3.8490, -4.9544)

Löwdin population analysis, charges in e, atoms 1 to 6: number 1, V, carries 0.609; number 2, C, carries -0.047; number 3, C, carries -0.560; number 4, C, carries -0.071; number 5, C, carries -0.048; number 6, C, carries -0.182

***

Record 5
Formula: H16O8
Source: OMol25
Level of theory: ωB97M-V with the def2-TZVPD basis set

Values from the calculation:
E_HOMO	-11.4	eV
SMILES string	O.O.O.O.O.O.O.O
max |F|	0.00625	Eh/bohr
E	-16639.140	eV
total charge	0
gap between HOMO and LUMO	11.7125	eV
ΔE to the lowest compared entry with this formula, charge and spin	276.98	kJ/mol

Atoms and positions in Å:
O (4.4250, -0.5378, -3.2122)
H (4.6800, -1.4386, -3.4116)
H (3.6762, -0.6253, -2.6224)
O (-2.6708, -3.1421, -3.5281)
H (-1.9415, -2.6573, -3.1417)
H (-2.2899, -3.9803, -3.7899)
O (0.2270, 4.5656, -0.8595)
H (0.9436, 5.1975, -0.8006)
H (-0.5304, 5.0275, -0.5001)
O (-1.5781, -6.2973, 3.1432)
H (-1.9991, -6.9911, 2.6357)
H (-1.5369, -5.5524, 2.5434)
O (4.5131, 4.4644, -3.7253)
H (4.1057, 3.7489, -3.2372)
H (4.9634, 4.0336, -4.4517)
O (-0.0768, -0.1261, -0.4310)
H (-0.3983, -0.2294, 0.4647)
H (-0.0020, 0.8205, -0.5515)
O (-3.0928, 3.3003, 3.7901)
H (-2.7240, 2.4377, 3.6001)
H (-4.0322, 3.1438, 3.8863)
O (-1.4985, -1.5239, 4.4002)
H (-2.3097, -1.6134, 4.9004)
H (-0.8528, -2.0250, 4.8985)

Löwdin population analysis, charges in e, atoms 1 to 6: number 1, O, carries -0.055; number 2, H, carries 0.028; number 3, H, carries 0.027; number 4, O, carries -0.054; number 5, H, carries 0.027; number 6, H, carries 0.027

***

Record 6
Formula: C7H12
Source: OMol25
Level of theory: ωB97M-V with the def2-TZVPD basis set

Values from the calculation:
E_HOMO	-9.1	eV
SMILES string	C[C@@H]1C=C[C@H](C)C1
max |F|	0.01311	Eh/bohr
E	-7453.181	eV
total charge	0
gap between HOMO and LUMO	10.3113	eV
ΔE to the lowest compared entry with this formula, charge and spin	24.17	kJ/mol

Atoms and positions in Å:
C (2.0102, 0.3352, 1.3100)
C (1.2448, -0.4810, 0.2659)
C (1.1637, 0.3106, -1.0113)
C (-0.0850, 0.4881, -1.4229)
C (-1.0582, -0.3990, -0.6623)
C (-2.4571, 0.1658, -0.4273)
C (-0.2511, -0.6694, 0.6286)
H (1.5230, 1.3098, 1.4442)
H (2.0346, -0.1708, 2.2802)
H (3.0416, 0.5235, 0.9900)
H (1.7458, -1.4485, 0.1188)
H (2.0315, 0.7625, -1.4846)
H (-0.3144, 1.2472, -2.1584)
H (-1.1754, -1.3466, -1.2142)
H (-2.4050, 1.1650, 0.0190)
H (-3.0335, -0.4775, 0.2491)
H (-3.0185, 0.2398, -1.3663)
H (-0.4591, -1.6481, 1.0743)
H (-0.5377, 0.0932, 1.3670)

Löwdin population analysis, charges in e, atoms 1 to 6: number 1, C, carries -0.085; number 2, C, carries -0.367; number 3, C, carries -0.085; number 4, C, carries -0.062; number 5, C, carries -0.365; number 6, C, carries -0.083

***

Record 7
Formula: C19H19AlN5
Source: OMol25
Level of theory: ωB97M-V with the def2-TZVPD basis set

Values from the calculation:
E_HOMO	-19.4	eV
max |F|	0.00844	Eh/bohr
E	-34036.815	eV
total charge	+3
gap between HOMO and LUMO	9.7542	eV
ΔE to the lowest compared entry with this formula, charge and spin	0.00	kJ/mol

Atoms and positions in Å:
Al (-0.0174, 0.3913, 0.5560)
C (0.6365, -0.5243, -1.9971)
N (0.0499, -1.1313, -0.7655)
C (-1.3153, -1.6543, -1.0018)
C (-2.2238, -1.2909, 0.1412)
C (-3.4552, -1.8949, 0.2954)
C (-4.3086, -1.4473, 1.2919)
C (-3.9029, -0.3944, 2.1054)
C (-2.6574, 0.1495, 1.9103)
N (-1.8079, -0.2908, 0.9511)
C (0.9474, -2.1596, -0.1796)
C (2.1024, -1.4499, 0.4772)
C (3.3510, -2.0124, 0.6306)
C (4.3547, -1.2644, 1.2334)
C (4.0817, 0.0353, 1.6459)
C (2.8115, 0.5322, 1.4687)
N (1.8241, -0.1975, 0.9051)
C (0.2089, 0.9186, -2.1186)
C (0.1527, 1.5828, -3.3247)
C (-0.1801, 2.9321, -3.3378)
C (-0.4583, 3.5831, -2.1411)
C (-0.3984, 2.8641, -0.9702)
N (-0.0684, 1.5532, -0.9533)
H (0.3554, -1.0958, -2.8826)
H (1.7255, -0.5651, -1.9186)
H (-1.2957, -2.7339, -1.1598)
H (-1.7123, -1.2055, -1.9153)
H (-3.7454, -2.7010, -0.3658)
H (-5.2792, -1.9064, 1.4290)
H (-4.5435, -0.0046, 2.8836)
H (-2.3201, 0.9653, 2.5313)
H (1.2902, -2.8647, -0.9392)
H (0.3797, -2.7255, 0.5645)
H (3.5401, -3.0174, 0.2770)
H (5.3437, -1.6846, 1.3646)
H (4.8453, 0.6553, 2.0939)
H (2.5675, 1.5436, 1.7665)
H (0.3700, 1.0552, -4.2442)
H (-0.2264, 3.4705, -4.2759)
H (-0.7242, 4.6304, -2.1174)
H (-0.6198, 3.3260, -0.0163)
N (0.1130, 2.0219, 3.4086)
C (0.0390, 1.5168, 2.3858)
H (0.1701, 2.4893, 4.3076)

Löwdin population analysis, charges in e, atoms 1 to 6: number 1, Al, carries 0.313; number 2, C, carries -0.040; number 3, N, carries -0.171; number 4, C, carries -0.044; number 5, C, carries -0.187; number 6, C, carries 0.047